Entry 1:
F8KN4O16S8 as an isolated structure, computed with wB97M-V/def2-TZVPD.

Highest occupied orbital energy ... -1.015 eV
2S+1 ... 1
Gap between HOMO and LUMO ... 7.2 eV
F_max ... 11.90 eV/Å
Charge ... -3
Relative energy (zero: lowest compared OMol25 entry of this formula, charge and spin) ... 20.9582 eV

Structure (XYZ):
```
37
Properties=species:S:1:pos:R:3:mulliken_charge:R:1
K -0.23 0.77 0.76 0.681
N -2.69 -2.25 0.54 -0.561
S -1.48 -2.16 -0.28 1.068
O -0.39 -1.43 0.35 0.120
O -1.49 -2.03 -1.74 -0.344
F -1.10 -3.67 0.10 -0.453
S -3.15 -0.65 0.26 1.146
O -3.95 -0.36 -0.99 -0.600
O -2.20 0.35 0.78 -0.587
F -4.31 -0.66 1.39 -0.326
N 0.37 0.13 -3.52 -0.554
S 0.12 -1.48 -3.01 1.010
O -1.17 -1.99 -3.50 -0.540
O 0.63 -2.08 -1.71 -0.488
F 1.22 -2.12 -4.08 -0.376
S -0.48 0.65 -2.43 0.947
O 0.08 0.57 -1.09 0.221
O -1.97 0.50 -2.68 -0.618
F -0.23 2.22 -2.92 -0.405
N 1.31 2.19 0.76 0.256
S 2.38 2.11 -0.60 0.878
O 3.53 3.03 -0.59 -0.668
O 1.93 1.64 -1.88 -0.528
F 3.19 0.82 -0.06 -0.258
S 0.93 3.61 0.39 0.820
O 0.18 3.79 -0.90 -0.534
O 1.85 4.62 0.86 -0.669
F -0.23 3.69 1.47 -0.321
N 0.63 -0.11 2.26 0.223
S 1.76 -1.42 2.11 0.802
O 1.50 -2.57 1.31 -0.548
O 2.70 -1.57 3.20 -0.664
F 2.69 -0.56 1.10 -0.241
S -0.13 -0.89 3.30 0.716
O 0.42 -1.12 4.64 -0.677
O -1.08 -1.89 2.82 -0.555
F -1.13 0.34 3.60 -0.376
```



Entry 2:
A 2-piece molecular cluster, C2H8N2O overall, computed with wB97M-V/def2-TZVPD.

Highest occupied orbital energy ... -8.584 eV
2S+1 ... 1
Gap between HOMO and LUMO ... 9.5 eV
SMILES ... NC=O.CN
F_max ... 1.49 eV/Å
Relative energy (zero: lowest compared OMol25 entry of this formula, charge and spin) ... 1.1303 eV

Structure (XYZ):
```
13
Properties=species:S:1:pos:R:3:nbo_charge:R:1
N -2.98 0.47 -0.89 -0.830
C -1.78 -0.19 -1.02 0.524
O -1.14 -0.51 -0.05 -0.592
H -3.14 1.01 -0.05 0.405
H -3.49 0.67 -1.72 0.385
H -1.48 -0.35 -2.06 0.110
C 3.11 0.64 1.08 -0.415
N 2.30 -0.56 0.84 -0.853
H 3.80 0.36 1.87 0.191
H 2.44 1.35 1.58 0.188
H 3.55 1.13 0.21 0.164
H 1.48 -0.37 0.29 0.372
H 2.84 -1.35 0.52 0.353
```